No. 1
Computed, not measured: a 10-piece molecular cluster, C18H40O18 overall in a non-equilibrium geometry, with ωB97M-V with the def2-TZVPD basis set.

```
! RIJCOSX wB97M-V def2-TZVPD def2/J DEFGRID3
* xyz 0 1
O 1.358 0.679 -3.815
C 0.375 0.029 -3.965
O 0.094 -0.710 -5.079
C -0.946 -1.626 -4.732
C -1.697 -0.821 -3.679
O -0.603 -0.118 -3.088
H -1.560 -1.888 -5.593
H -0.523 -2.570 -4.380
H -2.270 -1.394 -2.961
H -2.312 -0.014 -4.080
O -2.850 -2.061 0.159
C -2.844 -2.969 -0.617
O -1.811 -3.270 -1.411
C -2.026 -4.519 -2.036
C -3.507 -4.827 -1.769
O -3.854 -3.832 -0.793
H -1.753 -4.613 -3.087
H -1.379 -5.296 -1.616
H -3.731 -5.768 -1.279
H -4.060 -4.653 -2.691
O -4.458 0.549 -2.794
C -3.732 1.443 -2.464
O -3.340 1.647 -1.188
C -2.829 2.986 -1.120
C -2.278 3.179 -2.535
O -3.126 2.310 -3.288
H -3.671 3.639 -0.883
H -2.055 3.061 -0.359
H -1.227 2.899 -2.594
H -2.400 4.227 -2.799
O 7.028 0.144 1.571
C 6.125 0.695 2.087
O 5.829 0.671 3.413
C 4.947 1.750 3.687
C 4.218 1.889 2.358
O 5.207 1.443 1.441
H 4.301 1.506 4.528
H 5.585 2.596 3.971
H 3.728 2.837 2.174
H 3.456 1.100 2.386
C 0.349 -0.114 -0.009
C 0.300 0.610 1.334
O -0.813 1.529 1.331
H 1.282 -0.653 -0.171
H 0.225 0.617 -0.804
H -0.512 -0.786 0.020
H 1.169 1.260 1.451
H 0.164 -0.113 2.143
H -1.640 1.002 1.264
C 2.104 -3.855 -1.043
C 3.407 -4.353 -1.647
O 4.468 -3.554 -1.155
H 1.873 -2.886 -1.487
H 2.069 -3.879 0.044
H 1.241 -4.447 -1.381
H 3.301 -4.151 -2.721
H 3.548 -5.432 -1.572
H 4.984 -3.182 -1.871
C 1.416 2.501 4.151
C -0.065 2.715 4.569
O -0.361 1.883 5.677
H 2.130 2.857 4.890
H 1.545 3.086 3.234
H 1.538 1.434 3.971
H -0.727 2.605 3.715
H -0.113 3.771 4.866
H -0.163 2.360 6.484
O -3.227 0.228 1.675
H -3.419 -0.639 1.269
H -3.641 0.187 2.546
O 0.695 3.390 -0.401
H 0.893 4.156 0.148
H 0.126 2.827 0.152
O -3.326 3.004 3.105
H -3.589 2.254 2.564
H -2.645 3.438 2.581
*
```

Values from the calculation:
structure (SMILES) = O=C1OCCO1.O=C1OCCO1.O=C1OCCO1.O=C1OCCO1.CCO.CCO.CCO.O.O.O
HOMO-LUMO gap = 10.3 eV
strongest force on any atom = 2.33 eV/A
LUMO energy = 0.0035 Eh

These are the Löwdin partial charges, in e, on atoms 1 to 2: 0.17, -0.58

---

No. 2
Computed, not measured: C18H40OP2SiTi as an isolated structure in a non-equilibrium geometry, with ωB97M-V with the def2-TZVPD basis set.

```
! RIJCOSX wB97M-V def2-TZVPD def2/J DEFGRID3
* xyz 2 1
P -0.079 -1.874 -2.677
P -0.115 1.688 -2.867
C -0.514 -0.774 -4.043
C 0.263 0.535 -4.130
H -1.584 -0.563 -4.041
H -0.343 -1.334 -4.993
H 1.330 0.337 -4.137
H 0.035 1.069 -5.071
C -1.757 2.378 -3.183
H -2.120 2.970 -2.342
H -2.491 1.577 -3.314
H -1.707 2.997 -4.075
C 1.228 2.900 -2.864
H 1.091 3.559 -3.730
H 2.184 2.360 -2.930
H 1.254 3.478 -1.920
C -1.389 -3.105 -2.955
H -1.457 -3.861 -2.170
H -1.262 -3.636 -3.922
H -2.375 -2.625 -2.977
C 1.536 -2.501 -3.088
H 2.254 -1.689 -3.170
H 1.514 -3.059 -4.031
H 1.900 -3.151 -2.293
Ti 0.606 -1.325 1.398
C 0.923 1.954 1.110
C -0.424 2.169 1.005
C -1.337 1.597 -0.025
C -1.927 0.106 -0.053
C -1.149 -1.071 -0.444
C 0.236 -1.084 -0.949
C 1.229 0.138 -0.761
C 1.812 0.817 0.521
C 2.298 -2.044 2.281
H 1.454 2.359 2.009
H -0.829 2.814 1.810
H -0.932 1.753 -1.060
H -2.233 2.224 -0.050
H -2.631 0.009 0.791
H -2.629 0.265 -0.895
H -1.603 -2.053 -0.550
H 0.808 -2.092 -0.617
H 0.813 0.940 -1.480
H 2.124 -0.116 -1.346
H 2.221 0.061 1.284
H 2.766 1.248 0.207
H 3.136 -1.403 2.624
H 2.644 -2.804 1.521
H 1.815 -2.562 3.140
C -1.954 0.857 4.804
Si -0.445 -0.216 4.319
C 1.118 0.826 4.616
C -0.515 -1.455 5.803
O -0.571 -0.845 2.781
H -2.097 1.034 5.893
H -2.877 0.360 4.456
H -1.922 1.866 4.368
H 1.109 1.253 5.629
H 2.031 0.239 4.522
H 1.177 1.656 3.910
H -1.480 -1.988 5.803
H 0.289 -2.192 5.780
H -0.449 -0.975 6.770
*
```

Values from the calculation:
HOMO-LUMO gap (alpha / beta) = 5.4 / 5.3 eV
strongest force on any atom = 4.48 eV/A
LUMO energy (alpha / beta) = -0.2907 / -0.2933 Eh

These are the Löwdin partial charges, in e, on atoms 1 to 2: 0.98, 0.81

---

No. 3
Computed, not measured: C18H41BF4N6O11P4Ti as an isolated structure, with ωB97M-V with the def2-TZVPD basis set.

```
! RIJCOSX wB97M-V def2-TZVPD def2/J DEFGRID3
* xyz 1 2
Ti -0.149 1.109 -0.005
C -3.727 1.342 -3.501
C -3.274 1.589 -2.063
O -4.314 2.214 -1.292
P -1.940 2.890 -2.014
O -2.654 4.174 -1.444
O -1.494 3.310 -3.437
O -0.770 2.629 -1.088
P -2.852 -0.032 -1.231
O -4.288 -0.357 -0.549
O -2.478 -1.140 -2.115
O -1.978 0.367 -0.023
H -3.960 2.279 -4.007
H -4.627 0.727 -3.473
H -2.956 0.816 -4.064
H -4.842 1.507 -0.894
H -3.592 4.249 -1.661
H -0.775 2.779 -3.868
H -4.656 -1.147 -0.962
C 4.010 2.434 0.063
C 2.589 2.667 0.449
O 1.734 1.780 0.315
N 2.231 3.842 0.961
C 0.827 4.206 1.155
C 0.029 3.386 2.164
C 0.002 3.764 3.497
C -0.858 3.113 4.369
C -1.721 2.160 3.876
C -1.634 1.841 2.528
N -0.738 2.384 1.713
H 4.013 2.144 -0.989
H 4.411 1.608 0.650
H 4.636 3.313 0.202
H 2.926 4.570 0.997
H 0.315 4.168 0.198
H 0.824 5.238 1.496
H 0.631 4.578 3.833
H -0.873 3.382 5.418
H -2.464 1.680 4.496
H -2.308 1.130 2.068
C 2.496 -1.160 3.318
N 1.309 -1.988 3.093
C 1.497 -3.369 3.551
P 0.326 -1.677 1.840
O 0.333 -0.195 1.610
O 0.861 -2.477 0.557
P 1.000 -1.963 -0.987
O 0.476 -0.567 -0.996
N 0.141 -3.021 -1.821
C 0.125 -4.457 -1.553
C -0.229 -2.652 -3.204
N 2.551 -2.022 -1.384
C 3.447 -0.950 -0.958
C 3.113 -2.902 -2.406
N -1.080 -2.406 2.177
C -1.862 -3.076 1.123
C -1.925 -1.761 3.189
H 2.685 -1.090 4.390
H 2.343 -0.158 2.927
H 3.376 -1.604 2.843
H 1.681 -3.372 4.625
H 2.354 -3.829 3.050
H 0.610 -3.967 3.357
H 0.537 -4.693 -0.574
H 0.704 -4.991 -2.310
H -0.903 -4.818 -1.596
H -0.282 -1.574 -3.315
H -1.218 -3.056 -3.409
H 0.496 -3.064 -3.910
H 2.945 -0.281 -0.263
H 3.751 -0.362 -1.827
H 4.333 -1.369 -0.475
H 2.380 -3.616 -2.761
H 3.963 -3.454 -2.002
H 3.444 -2.300 -3.254
H -1.257 -3.812 0.606
H -2.270 -2.376 0.390
H -2.684 -3.601 1.608
H -1.329 -1.133 3.851
H -2.415 -2.523 3.795
H -2.690 -1.145 2.706
F 1.414 1.733 -2.372
B 0.761 1.204 -3.488
F 0.685 2.219 -4.481
F 1.354 0.027 -3.917
F -0.600 0.955 -3.110
*
```

Values from the calculation:
HOMO-LUMO gap (alpha / beta) = 8.2 / 9.7 eV
strongest force on any atom = 0.90 eV/A
LUMO energy (alpha / beta) = -0.0881 / -0.0871 Eh

These are the Löwdin partial charges, in e, on atoms 1 to 2: 1.09, -0.06

---

Question: What is the strongest force on any atom in the first record?
Answer: 2.33 eV/A